Formula: C13H18N3O5S2
Source: the OMol25 dataset
Level of theory: the ωB97M-V functional and the def2-TZVPD basis

Computed properties:
HOMO in eV: -12.493
Lowest unoccupied orbital energy in eV: -5.06
Kohn-Sham gap in eV: 7.4312
Max |F| in hartree/bohr: 0.019
Total charge: +1

Each line ends with the Löwdin charge.
Geometry (Å):
1 O -5.245 -2.811 -3.721  -0.327
2 S -4.762 -3.199 -5.018  0.700
3 O -4.959 -2.304 -6.115  -0.308
4 C -2.996 -3.472 -4.829  -0.179
5 C -2.471 -2.480 -3.847  -0.283
6 C -2.639 -2.687 -2.464  0.065
7 C -2.159 -1.749 -1.602  0.076
8 C -1.531 -0.615 -2.131  -0.120
9 C -1.005 0.480 -1.325  -0.153
10 C -1.203 1.802 -1.727  -0.002
11 C -0.715 2.809 -0.923  -0.014
12 C -0.040 2.455 0.242  -0.074
13 N 0.173 1.203 0.640  0.108
14 C -0.323 0.246 -0.134  -0.068
15 N -1.424 -0.551 -3.456  0.129
16 N -1.879 -1.424 -4.341  0.196
17 H -5.240 -4.420 -5.367  0.095
18 H -2.746 -4.493 -4.550  0.122
19 H -2.542 -3.290 -5.798  0.115
20 H -3.153 -3.562 -2.104  0.143
21 H -2.268 -1.846 -0.535  0.141
22 H -1.747 2.043 -2.630  0.125
23 H -0.865 3.844 -1.173  0.119
24 H 0.352 3.238 0.875  0.127
25 H -0.165 -0.779 0.183  0.125
26 H -0.941 0.250 -3.848  0.187
27 O 3.879 1.241 2.331  -0.277
28 S 2.926 1.212 3.398  0.554
29 O 2.068 2.334 3.631  -0.284
30 O 3.673 0.824 4.742  -0.262
31 C 4.793 1.636 5.164  -0.243
32 C 4.382 2.998 5.687  -0.072
33 C 1.939 -0.236 3.272  -0.124
34 H 5.508 1.723 4.344  0.116
35 H 5.273 1.065 5.955  0.123
36 H 3.929 3.606 4.905  0.069
37 H 5.253 3.531 6.067  0.084
38 H 3.649 2.895 6.487  0.086
39 H 2.587 -1.096 3.125  0.077
40 H 1.290 -0.085 2.413  0.030
41 H 1.349 -0.337 4.179  0.079

Force components x, y, z for each atom (eV/Å):
-0.0244 -0.5524 0.1412
-0.3332 0.9418 -0.0074
0.1248 -0.3083 -0.1336
0.5028 -0.0444 -0.6087
-0.1233 -0.2708 -0.1054
0.1286 0.2767 0.1994
0.0146 -0.1067 0.0318
0.0578 -0.2490 0.1487
-0.0869 0.4664 -0.1606
0.1664 0.1116 0.0546
-0.0468 -0.3439 -0.0080
0.1734 0.2927 0.0974
-0.3219 -0.1290 -0.3863
-0.0066 -0.2362 0.0762
-0.0526 0.1339 0.1892
0.1428 0.1093 0.1286
0.0772 -0.0076 0.1524
-0.3031 -0.1183 0.2591
-0.0560 0.0479 -0.1534
-0.0669 -0.1288 -0.0118
-0.0457 0.0317 0.1251
-0.1097 0.0144 -0.0599
0.0151 0.1713 -0.0292
0.0922 -0.0233 0.1966
0.1213 -0.0479 0.1232
-0.0117 -0.0559 -0.2499
-0.0266 0.2083 -0.1202
0.0172 -0.3637 0.3280
0.0119 0.1263 -0.2102
-0.1712 -0.0119 -0.0168
0.5052 0.4269 0.1758
-0.2807 -0.0127 -0.1428
-0.0173 -0.1539 0.0347
-0.1255 -0.0587 -0.1083
-0.1372 -0.1838 -0.0453
0.0366 0.0057 -0.0211
0.0496 -0.0915 0.0351
0.0564 0.0027 0.0516
0.0322 0.0221 0.0319
0.0046 0.0882 -0.0147
0.0168 0.0207 0.0127

***

Formula: C4H6BrNS
Source: the OMol25 dataset
Level of theory: the ωB97M-V functional and the def2-TZVPD basis

Computed properties:
HOMO in eV: -9.156
Lowest unoccupied orbital energy in eV: 0.69
Kohn-Sham gap in eV: 9.8481
Max |F| in hartree/bohr: 0.086
Total charge: 0

Each line ends with the Löwdin charge.
Geometry (Å):
1 C 0.426 -0.115 0.716  -0.255
2 C -0.802 0.831 2.202  -0.461
3 C -0.708 -0.336 -0.002  -0.520
4 C -1.155 -0.985 -1.242  -0.116
5 N 0.396 0.478 1.927  -0.007
6 S -1.968 0.445 0.972  1.015
7 Br 3.988 0.778 -1.115  0.331
8 H 1.449 -0.411 0.279  0.099
9 H 3.368 1.737 -1.937  -0.294
10 H -1.176 1.139 3.063  0.014
11 H -0.384 -1.205 -1.927  0.068
12 H -1.838 -0.377 -1.694  0.037
13 H -1.595 -1.979 -1.242  0.089

Force components x, y, z for each atom (eV/Å):
2.9450 -1.6508 -2.6612
-0.2435 -1.6378 -3.9316
-1.2559 1.0362 2.3061
1.3116 -1.6758 0.3335
0.4304 0.2239 0.3968
0.4021 -0.4494 -0.0528
0.1509 -0.2059 0.1630
-1.6661 0.3728 0.8957
-0.1421 0.2043 -0.1670
-1.1150 1.7979 3.8653
1.4138 0.4498 -0.8529
-1.8196 1.6508 -1.4811
-0.4117 -0.1160 1.1861

***

Formula: C2H2OS3
Source: the OMol25 dataset
Level of theory: the ωB97M-V functional and the def2-TZVPD basis

Computed properties:
HOMO in eV: -9.086
Lowest unoccupied orbital energy in eV: -1.96
Kohn-Sham gap in eV: 7.1306
Max |F| in hartree/bohr: 0.101
Total charge: 0

Each line ends with the Löwdin charge.
Geometry (Å):
1 C -0.767 -0.610 -0.042  -0.898
2 C 0.439 0.256 -0.199  -1.102
3 H -1.741 1.237 -0.157  -0.193
4 H 2.402 0.031 0.536  -0.077
5 O -0.465 -1.858 0.031  -0.177
6 S -2.307 0.104 -0.051  0.951
7 S 1.667 -1.034 -0.096  0.819
8 S 0.772 1.873 -0.023  0.677

Force components x, y, z for each atom (eV/Å):
0.7439 -4.3947 -0.5035
2.0554 -0.0156 1.4417
0.6185 2.3639 -0.1861
0.1521 -1.7118 -1.3186
-3.2318 4.0430 -0.3615
-1.3464 -1.9929 0.2634
2.2084 3.3535 1.2063
-1.2000 -1.6453 -0.5417

***

Formula: C21H35BN5O2Ru
Source: the OMol25 dataset
Level of theory: the ωB97M-V functional and the def2-TZVPD basis

Computed properties:
Spin multiplicity: 2
HOMO (spin up / spin down) in eV: -14.333 / -14.518
Lowest unoccupied orbital energy (spin up / spin down) in eV: -6.74 / -7.31
Kohn-Sham gap (spin up / spin down) in eV: 7.5886 / 7.2038
Max |F| in hartree/bohr: 0.040
Total charge: +2

Each line ends with the Löwdin charge.
Geometry (Å):
1 Ru 0.197 1.137 -0.180  1.274
2 C 4.154 0.592 1.382  0.020
3 C 2.700 0.759 1.101  -0.208
4 N 2.210 0.926 -0.077  -0.045
5 C 2.971 0.956 -1.322  -0.143
6 C 2.036 0.487 -2.425  -0.148
7 N 0.706 1.153 -2.312  -0.148
8 C 0.720 2.517 -2.877  -0.172
9 C -0.613 3.158 -2.585  -0.180
10 N -0.834 3.150 -1.129  -0.105
11 C -2.249 3.321 -0.740  -0.158
12 C -2.810 1.999 -0.224  -0.148
13 N -1.783 1.449 0.648  -0.019
14 C -1.879 1.380 1.924  -0.219
15 C -3.081 1.657 2.766  0.021
16 C -0.605 1.049 2.622  -0.169
17 C -0.425 0.789 3.975  0.047
18 C 0.852 0.498 4.424  0.016
19 C 1.926 0.479 3.536  0.047
20 C 1.688 0.753 2.204  -0.160
21 N 0.437 1.039 1.797  0.005
22 H 4.754 1.207 0.713  0.099
23 H 4.447 -0.452 1.234  0.120
24 H 4.398 0.864 2.405  0.089
25 H 3.853 0.318 -1.276  0.135
26 H 3.308 1.983 -1.489  0.135
27 H 1.861 -0.583 -2.326  0.109
28 H 2.484 0.675 -3.403  0.139
29 H 0.051 0.581 -2.841  0.130
30 H 0.916 2.489 -3.952  0.141
31 H 1.529 3.084 -2.410  0.124
32 H -1.404 2.557 -3.041  0.134
33 H -0.683 4.162 -3.009  0.140
34 H -0.271 3.876 -0.698  0.129
35 H -2.837 3.658 -1.596  0.131
36 H -2.330 4.090 0.029  0.133
37 H -2.958 1.298 -1.047  0.132
38 H -3.768 2.157 0.267  0.115
39 H -3.961 1.927 2.194  0.081
40 H -2.861 2.458 3.474  0.112
41 H -3.322 0.766 3.350  0.110
42 H -1.262 0.801 4.659  0.131
43 H 1.017 0.278 5.470  0.133
44 H 2.919 0.240 3.888  0.128
45 C -1.478 -3.526 -2.224  0.007
46 C -0.411 -2.881 -1.366  -0.450
47 C 0.973 -3.342 -1.792  -0.007
48 O -0.450 -1.426 -1.586  0.069
49 B -0.178 -0.839 -0.379  -0.692
50 O -0.141 -1.708 0.671  0.091
51 C -0.652 -2.995 0.174  -0.453
52 C 0.111 -4.110 0.855  0.005
53 C -2.124 -3.042 0.550  -0.001
54 H -1.232 -3.393 -3.277  0.100
55 H -2.459 -3.093 -2.042  0.091
56 H -1.527 -4.597 -2.025  0.109
57 H 1.134 -3.072 -2.836  0.100
58 H 1.072 -4.424 -1.708  0.104
59 H 1.754 -2.881 -1.181  0.093
60 H 1.187 -4.000 0.732  0.089
61 H -0.188 -5.077 0.447  0.108
62 H -0.116 -4.112 1.920  0.099
63 H -2.681 -2.229 0.079  0.095
64 H -2.216 -2.947 1.632  0.098
65 H -2.576 -3.988 0.253  0.104

Force components x, y, z for each atom (eV/Å):
-0.2047 2.0361 -0.2509
-0.0009 -0.0164 0.0113
0.0649 0.0892 0.0528
-0.2846 -0.3517 0.2676
0.0819 0.0073 0.0281
-0.0596 -0.0375 -0.0731
0.1352 -0.4798 0.0280
-0.0936 0.0215 -0.0141
-0.0656 -0.1137 -0.0071
0.2229 -0.1079 0.1276
-0.0704 0.0326 -0.0882
0.0358 -0.0730 -0.0597
0.2428 -0.5386 -0.0263
-0.1318 0.1096 0.1532
0.0126 -0.0165 -0.0065
-0.0429 -0.1016 0.0855
-0.0776 0.0342 -0.0465
0.0391 -0.0064 0.0148
0.0220 -0.0051 0.0268
0.0457 0.0951 0.0419
0.2135 -0.6052 -0.3052
0.0017 -0.0048 -0.0019
-0.0116 -0.0044 0.0082
0.0054 0.0114 -0.0071
0.0027 0.0000 -0.0352
0.0291 -0.0100 0.0073
-0.0033 0.0000 -0.0121
-0.0064 -0.0043 -0.0076
-0.0132 -0.0449 0.0361
0.0056 0.0047 -0.0035
-0.0074 -0.0038 0.0261
-0.0163 0.0169 0.0035
0.0406 0.0097 0.0107
-0.0718 0.1287 -0.1022
-0.0249 0.0654 0.0430
0.0545 -0.0480 0.0531
0.0287 -0.0263 0.0037
-0.0118 -0.0091 -0.0138
0.0001 0.0036 -0.0048
-0.0115 0.0007 -0.0050
0.0120 -0.0029 -0.0032
0.0013 -0.0093 -0.0031
0.0053 0.0040 -0.0013
-0.0036 0.0033 0.0000
0.0097 -0.0184 -0.0028
-0.0074 -0.0110 -0.0043
0.0147 0.0050 0.0061
-0.0498 0.0670 0.0455
-0.0369 -0.0992 -0.0194
0.0128 -0.0256 0.0231
-0.0065 0.0314 0.0191
-0.0180 -0.0204 -0.0028
-0.0004 0.0134 -0.0132
-0.0019 -0.0027 0.0005
0.0027 -0.0013 -0.0037
-0.0016 0.0044 -0.0010
0.0001 0.0013 0.0005
0.0010 0.0059 -0.0013
-0.0047 0.0029 -0.0025
-0.0027 -0.0014 -0.0024
0.0057 0.0006 0.0060
-0.0004 -0.0028 -0.0022
-0.0003 -0.0085 -0.0031
0.0013 -0.0001 -0.0005
-0.0076 0.0062 0.0077

***

Formula: C3H8N3O2
Source: the OMol25 dataset
Level of theory: the ωB97M-V functional and the def2-TZVPD basis

Computed properties:
HOMO (spin up / spin down) in eV: -3.216 / -3.220
Lowest unoccupied orbital energy (spin up / spin down) in eV: 3.93 / 3.93
Kohn-Sham gap (spin up / spin down) in eV: 7.1431 / 7.1459
Max |F| in hartree/bohr: 0.076
Total charge: -1

Each line ends with the Löwdin charge.
Geometry (Å):
1 C -0.946 0.948 -0.835  -0.143
2 C 0.119 0.437 1.360  -0.108
3 C -0.333 -0.148 -0.010  -0.671
4 N -1.089 -1.339 0.083  0.081
5 N 0.306 -3.896 -0.442  -0.064
6 N 0.424 -2.710 -0.515  -0.300
7 O 1.340 -2.098 -1.146  -0.195
8 O 1.262 -4.720 -1.111  -0.090
9 H -0.044 1.483 -1.156  0.052
10 H -1.790 1.684 -0.466  0.094
11 H -1.381 0.610 -1.825  0.069
12 H 1.005 -0.148 1.675  0.060
13 H -0.629 0.229 2.200  0.071
14 H 0.207 1.523 1.154  0.048
15 H 0.523 -0.650 -0.541  0.085
16 H 1.706 -4.113 -1.674  0.010

Force components x, y, z for each atom (eV/Å):
-1.2027 1.3987 -2.5973
-0.6486 -0.7056 0.3797
-1.2922 -2.1348 1.4073
0.0432 -0.2865 0.2061
-1.4569 -3.4789 1.0909
-0.1383 3.2413 -0.2940
0.7690 -0.3197 -0.4796
-0.6455 -0.2175 0.7212
-0.4432 0.9463 0.0258
1.8888 -1.5113 0.1335
0.4750 -0.2036 1.1380
0.0213 0.9545 -0.1012
0.5916 0.4819 -1.3558
0.6742 -0.4485 0.9350
0.2405 1.0481 -0.1714
1.1237 1.2356 -1.0382

***

Formula: C3H5Cl2NO2
Source: the OMol25 dataset
Level of theory: the ωB97M-V functional and the def2-TZVPD basis

Computed properties:
HOMO (spin up / spin down) in eV: -2.253 / -2.290
Lowest unoccupied orbital energy (spin up / spin down) in eV: 4.43 / 4.43
Kohn-Sham gap (spin up / spin down) in eV: 6.6814 / 6.7227
Max |F| in hartree/bohr: 0.068
Total charge: -2

Each line ends with the Löwdin charge.
Geometry (Å):
1 C 1.168 0.166 -0.371  -0.139
2 C -1.950 -0.265 0.746  -0.564
3 C 0.412 -0.982 0.166  -0.079
4 N 0.803 -1.796 1.124  -0.534
5 O 0.032 -2.352 1.934  -0.095
6 O 2.025 -2.149 1.022  -0.114
7 Cl -2.710 0.276 -0.713  0.392
8 Cl 7.145 11.459 6.387  -1.000
9 H 2.164 -0.187 -0.650  0.064
10 H 1.289 0.974 0.359  0.067
11 H 0.676 0.564 -1.259  0.048
12 H -1.822 0.541 1.450  -0.021
13 H -2.372 -1.183 1.112  -0.026

Force components x, y, z for each atom (eV/Å):
0.0415 0.0184 0.1473
3.0015 -0.8461 -0.3399
-3.2822 1.2020 0.0091
0.3432 -0.7828 -0.3805
-0.1043 0.0332 0.4432
0.3661 0.0183 0.4676
-0.3921 0.2888 -0.5980
0.0234 0.0449 0.0188
-0.0136 0.0083 -0.0234
0.0443 0.0597 0.0059
-0.0256 0.0227 0.0043
-0.0312 0.0596 0.1527
0.0288 -0.1269 0.0928

***

It is found that the energy above the lowest of the compared OMol25 structures with the same formula, charge and spin values, taken in the order of the records, are 0.0; 85.6; 150.7; 0.0; 837.1; 286.9 kJ/mol.
It is found that the calculated total energy values, taken in the order of the records, are -1842.7027; -3182.9377; -1347.1342; -1364.8482; -433.6290; -1242.7743 Eh.